[1]
{"formula": "CHF2N2O3", "method": "ωB97M-V/def2-TZVPD", "symbols": ["O", "N", "O", "N", "O", "C", "F", "F", "H"], "coordinates": [[1.35913, -0.49912, -1.04042], [1.63863, 0.16912, -0.04495], [2.60372, 0.91159, 0.01585], [0.90380, 0.19843, 0.99394], [-0.40227, -0.86288, 0.83615], [-1.20780, -0.17585, -0.00252], [-2.10258, -0.98830, -0.68793], [-2.06710, 0.66720, 0.62396], [-0.72554, 0.57979, -0.69407]], "atomic_forces_ev_per_a": [[0.15, -0.61, -0.97], [-0.98, -1.16, -1.41], [1.66, 1.16, 0.23], [-2.56, -1.01, 2.44], [1.28, 1.98, -1.17], [0.47, 1.13, -1.13], [0.97, -0.38, 0.14], [-0.98, 0.64, 1.64], [0.00, -1.75, 0.22]], "smiles": "[O-][N+]([O-])=NOC(F)F", "energy_ev": -15607.447, "gap_ev": 9.81, "de_lowest_kcal_mol": 2.9, "homo_energy_ha": -0.2000, "spin_multiplicity": 1, "charge": -1}



[2]
{"formula": "CHF2NO3", "method": "ωB97M-V/def2-TZVPD", "symbols": ["C", "N", "O", "O", "O", "F", "F", "H"], "coordinates": [[1.05187, 0.49864, -0.10497], [-0.33815, -0.09923, -0.22688], [-0.89388, 0.06632, 1.05123], [-0.99253, 0.14957, -1.21817], [1.49851, 0.75006, 0.95889], [-0.15584, -1.85582, -0.21032], [1.50569, 0.91059, -1.33745], [-1.67567, -0.42014, 1.08767]], "atomic_forces_ev_per_a": [[1.28, 1.37, 0.20], [-2.01, -0.79, -1.42], [2.84, 1.58, -0.56], [1.04, -0.28, 1.76], [-0.13, -0.57, -2.24], [0.40, 1.74, 0.17], [-1.03, -1.30, 2.53], [-2.39, -1.75, -0.45]], "energy_ev": -14115.045, "gap_ev": [10.29, 10.29], "de_lowest_kcal_mol": 73.8, "homo_energy_ha": [-0.4459, -0.4458], "spin_multiplicity": 1, "charge": 0}